# C20H43CeN2OP3S

A structure of composition C20H43CeN2OP3S in a non-equilibrium geometry (ωB97M-V/def2-TZVPD, OMol25).

Geometry as XYZ:
```
71
C20H43CeN2OP3S ωB97M-V/def2-TZVPD
Ce -0.538 0.368 0.584
S -2.750 1.558 1.504
P -2.001 -0.499 -2.033
P -1.233 -2.421 1.085
P 0.733 1.915 -1.626
O 1.288 0.209 1.675
N -3.831 3.196 -0.411
N -4.959 1.344 -0.099
C 3.277 0.592 2.820
C -0.275 -2.604 2.638
C -3.524 -1.497 -1.797
C -3.857 2.036 0.281
C -5.784 2.083 -1.045
C 4.629 0.353 2.907
C 3.135 -1.120 1.016
C 5.218 -0.575 2.039
C -0.557 -3.841 0.131
C 2.109 2.688 -0.691
C -2.665 0.756 -3.206
C 2.549 -0.126 1.843
C -1.125 -1.582 -3.231
C -4.980 3.352 -1.292
C -2.863 -3.075 1.576
C 0.047 3.367 -2.502
C 7.229 -1.088 4.082
C 1.680 1.101 -2.979
C 4.493 -1.345 1.123
C 6.701 -0.278 5.007
H 4.966 -2.116 0.505
H -5.540 4.259 -1.043
H 7.887 -0.691 3.299
H 6.283 -0.761 2.125
H 5.189 0.851 3.697
H -0.259 3.104 -3.521
H 6.927 0.793 4.998
H -0.423 -1.716 3.267
H 1.741 3.004 0.295
H -0.645 -4.746 0.754
H -5.899 1.491 -1.959
H 2.923 1.970 -0.533
H -2.186 1.723 -3.020
H 2.518 1.753 -3.271
H -3.141 3.923 -0.225
H 6.226 -0.674 5.906
H -2.475 0.473 -4.254
H 2.518 -1.635 0.277
H -0.264 -1.048 -3.648
H 0.500 -3.646 -0.103
H -2.889 -4.167 1.497
H -1.802 -1.869 -4.047
H -0.629 -3.490 3.183
H 2.734 1.336 3.407
H 2.073 0.143 -2.609
H -3.313 -2.446 -1.294
H -6.772 2.286 -0.619
H 7.169 -2.178 4.139
H -1.111 -3.979 -0.810
H -4.637 3.414 -2.331
H -4.248 -0.933 -1.199
H 0.589 -0.747 -0.471
H -3.960 -1.706 -2.783
H -0.831 3.727 -1.950
H 0.793 4.170 -2.538
H -3.629 -2.641 0.925
H -5.274 0.512 0.395
H -0.766 -2.483 -2.723
H -3.751 0.877 -3.081
H 0.799 -2.703 2.437
H 1.046 0.906 -3.855
H -3.074 -2.776 2.607
H 2.491 3.569 -1.224
```

For the largest force on an atom, the calculation gives 2.19 eV Å⁻¹. The gap between HOMO and LUMO (alpha / beta) is 6.6 / 5.0 eV. For the highest occupied orbital energy (alpha / beta), the calculation gives -16.511 / -16.289 eV. Its multiplicity is 2. The total charge is +3. The calculation puts the energy above the lowest of the compared OMol25 structures with the same formula, charge and spin at 0.0 kcal per mole.

Löwdin atomic charge list, values in e, 4 entries:
1 Ce 0.50
2 S 0.69
3 P 0.76
4 P 0.74